The following is a quantum chemistry calculation of a 8-piece molecular cluster, C22H62O32P6S2 overall in a non-equilibrium geometry, from the OMol25 dataset.

```
! wB97M-V def2-TZVPD RIJCOSX def2/J DEFGRID3
* xyz 0 1
C -7.43294 -10.20850 12.71776
O -8.59817 -11.08269 12.54413
P -9.39536 -11.25881 11.14227
O -9.99600 -9.92928 10.57300
O -10.59660 -12.29438 11.49924
C -11.87357 -11.73319 11.96534
O -8.40250 -12.03548 10.15571
C -8.68447 -12.09414 8.79282
H -7.74178 -9.47643 13.46395
H -7.07422 -9.80911 11.76912
H -6.51862 -10.62228 13.14308
H -12.53483 -12.29034 11.30170
H -12.07778 -10.68256 11.75903
H -12.02101 -12.07943 12.98832
H -8.05449 -12.85983 8.34012
H -8.72618 -11.12915 8.28769
H -9.69313 -12.46415 8.60897
C 0.50900 -9.06996 19.04588
O -0.57178 -9.23119 19.92996
P -1.81731 -10.16038 19.31937
O -1.40509 -11.32752 18.53406
O -2.53414 -9.07508 18.30207
C -2.64135 -7.69661 18.75841
O -2.76727 -10.51971 20.55468
C -3.93030 -11.32949 20.42760
H 0.29189 -9.26364 17.99543
H 1.41628 -9.55566 19.40509
H 0.74893 -8.00743 19.00637
H -3.67080 -7.34461 18.69192
H -2.08487 -6.88740 18.28554
H -2.45868 -7.56181 19.82450
H -4.83345 -10.82738 20.77447
H -3.96284 -12.23156 21.03859
H -4.08964 -11.59479 19.38246
C 2.17861 -8.99789 13.56862
O 1.19976 -9.85451 12.96834
P 1.68360 -10.74416 11.72516
O 2.37186 -9.88447 10.66290
O 0.28547 -11.44109 11.25533
C -0.57311 -12.39770 12.04278
O 2.56423 -11.96504 12.38646
C 3.48751 -12.81945 11.71100
H 2.04307 -9.01450 14.65004
H 2.01765 -7.95387 13.29987
H 3.22063 -9.24545 13.36610
H 0.04549 -12.80397 12.84301
H -0.88320 -13.23991 11.42421
H -1.40704 -11.84525 12.47575
H 3.24806 -12.85396 10.64818
H 3.38518 -13.84353 12.07000
H 4.47124 -12.45960 12.01248
C 0.18634 -17.55382 8.60883
O 0.99232 -16.70812 9.42878
P 1.06253 -16.99988 10.99584
O 2.06407 -16.27166 11.79292
O 1.37312 -18.53461 11.08424
C 2.51807 -19.13067 10.44427
O -0.45015 -16.80819 11.55231
C -0.81045 -16.66191 12.86814
H -0.46984 -18.31742 9.02651
H 0.90659 -18.20201 8.10963
H -0.21993 -17.09730 7.70627
H 2.97476 -19.77970 11.19146
H 3.24952 -18.43691 10.02981
H 2.29333 -19.75827 9.58189
H -1.24654 -15.66400 12.82236
H -0.10105 -16.57251 13.69086
H -1.48742 -17.48912 13.08151
C -6.25880 -15.98351 18.59532
O -5.76458 -16.24170 19.86366
P -4.42413 -15.67410 20.47817
O -3.94934 -14.41926 19.86430
O -4.56549 -15.91832 22.08392
C -3.34896 -15.88260 22.95615
O -3.53928 -17.04113 20.28689
C -3.30522 -17.69149 19.03886
H -5.71163 -15.25135 18.00148
H -7.28240 -15.66348 18.79008
H -6.31854 -16.88839 17.99058
H -3.25711 -14.92571 23.46997
H -2.46218 -16.18448 22.39884
H -3.43750 -16.61498 23.75858
H -3.71695 -17.05158 18.25841
H -3.70640 -18.68207 18.82457
H -2.24870 -17.55554 18.80782
C -12.30328 -10.06539 17.94327
O -12.18694 -11.11449 16.94859
P -10.75671 -11.73364 16.46019
O -10.00083 -10.72028 15.75708
O -10.07051 -12.08441 17.87060
C -10.50481 -13.03867 18.84435
O -11.10778 -13.11357 15.62767
C -10.05795 -13.96856 15.06979
H -12.69603 -10.50878 18.85828
H -13.07529 -9.36363 17.62763
H -11.34700 -9.54700 17.87329
H -11.29778 -13.62402 18.37887
H -10.50293 -12.53198 19.80941
H -9.64891 -13.67363 19.07317
H -9.85138 -14.83859 15.69307
H -9.23380 -13.30520 14.80743
H -10.42311 -14.26461 14.08637
O -3.11092 -17.27167 9.79923
S -3.67141 -16.09452 10.43337
O -2.96651 -15.18947 11.28075
O -4.51304 -15.11343 9.34713
C -5.78027 -14.67533 10.00098
C -6.10366 -15.86553 11.05487
O -4.99908 -16.63105 11.19556
H -5.85290 -13.67325 10.42365
H -6.52068 -14.68263 9.20108
H -6.85490 -16.57245 10.70274
H -6.36874 -15.45637 12.02976
O -5.17094 -13.12672 13.37274
S -5.28652 -12.93532 14.84210
O -6.53524 -12.37832 15.43160
O -4.70889 -14.18964 15.67182
C -3.31479 -14.33859 15.53914
C -2.84855 -12.91728 15.44619
O -4.01098 -12.08391 15.29415
H -2.94312 -14.83460 16.43577
H -3.06429 -14.91637 14.64947
H -2.05768 -12.76759 14.71120
H -2.39316 -12.59839 16.38375
*
```

The SMILES is COP(=O)(OC)OC.COP(=O)(OC)OC.COP(=O)(OC)OC.COP(=O)(OC)OC.COP(=O)(OC)OC.COP(=O)(OC)OC.O=S1(=O)OCCO1.O=S1(=O)OCCO1. For the HOMO-LUMO gap, the calculation gives 10.10 eV. The highest occupied orbital energy comes out at -9.963 eV. The strongest force on any atom comes out at 4.9 eV/A. As for the energy above the lowest of the compared OMol25 structures with the same formula, charge and spin: 4.575 eV.


The following is a quantum chemistry calculation of C3H3LiMgO3 as an isolated structure in a non-equilibrium geometry, from the OMol25 dataset.

```
! wB97M-V def2-TZVPD RIJCOSX def2/J DEFGRID3
* xyz 3 2
H 3.26745 -1.33828 -3.16608
C 2.72443 -1.25906 -1.92971
C 1.81764 -0.11972 -1.60660
O 0.63740 -0.78161 -1.10142
C 0.83402 -2.05542 -1.09585
O 2.04409 -2.37966 -1.58636
O 0.06941 -2.90919 -0.69045
Mg -1.62337 -3.31906 0.11200
H 1.55046 0.45616 -2.50581
H 2.18184 0.57850 -0.84001
Li 5.04430 -1.29601 -1.04072
*
```

Its expectation value of S² is 0.75. For the HOMO-LUMO gap (spin up / spin down), the calculation gives 5.96 / 9.31 eV. The highest occupied orbital energy (spin up / spin down) comes out at -20.947 / -24.294 eV. The strongest force on any atom comes out at 4.5 eV/A. As for the energy above the lowest of the compared OMol25 structures with the same formula, charge and spin: 0.500 eV.


The following is a quantum chemistry calculation of C45H32CaCl5OP2 as an isolated structure, from the OMol25 dataset.

```
! wB97M-V def2-TZVPD RIJCOSX def2/J DEFGRID3
* xyz 1 1
Ca 0.51392 0.60256 -0.07186
Cl -2.26594 3.09983 -0.61242
C -2.18441 1.86172 -1.85585
C -1.30222 0.81372 -1.65116
C -1.31891 -0.14328 -2.63403
Cl -0.27473 -1.54781 -2.35814
C -2.11659 -0.10759 -3.77175
Cl -2.05719 -1.36568 -4.94522
C -2.97058 0.97948 -3.94141
Cl -3.96922 1.08029 -5.32989
C -3.01315 1.97670 -2.96408
Cl -4.08145 3.31201 -3.15293
C 5.32087 3.33308 5.20370
C 5.41786 2.06246 4.34166
C 6.68620 1.27617 4.71487
C 5.47756 2.46090 2.87782
C 6.59628 3.15962 2.41685
C 6.70970 3.57565 1.11115
C 5.67080 3.30960 0.23365
C 4.52514 2.62723 0.63567
P 3.32919 2.55054 -0.74942
C 3.04930 0.75452 -1.06779
C 2.87671 0.41584 -2.41697
C 2.87989 -0.90976 -2.82594
C 3.04103 -1.92265 -1.89489
C 3.19000 -1.61269 -0.55119
C 3.21058 -0.28381 -0.13852
C 1.79719 3.34309 -0.10988
C 1.10728 3.06765 1.07377
C 0.12146 3.91929 1.55055
C -0.17940 5.08423 0.85906
C 0.46569 5.35992 -0.33523
C 1.43950 4.49724 -0.81683
C 4.45765 2.19876 1.97717
O 3.32100 1.49859 2.36005
C 3.24074 0.94753 3.62260
C 2.13061 0.12884 3.89020
C 1.99076 -0.41898 5.16299
C 2.92475 -0.17128 6.15023
C 4.01254 0.62780 5.85461
C 4.20044 1.19498 4.59684
P 0.85005 -0.27873 2.66801
C -0.67228 -0.29714 3.66820
C -1.11822 0.93422 4.15236
C -2.27783 1.01327 4.90178
C -3.01180 -0.13784 5.16490
C -2.57674 -1.36146 4.68423
C -1.40710 -1.44515 3.93710
C 1.13989 -2.01447 2.20834
C 0.31238 -2.52963 1.20507
C 0.51113 -3.80548 0.70506
C 1.55183 -4.58065 1.20378
C 2.37933 -4.07711 2.19637
C 2.17983 -2.79582 2.69774
H 6.18967 3.97203 5.04337
H 5.28205 3.07708 6.26312
H 4.42636 3.90623 4.95673
H 7.57979 1.87957 4.56488
H 6.77691 0.37354 4.10957
H 6.67135 0.98466 5.76404
H 7.39529 3.38477 3.11055
H 7.58751 4.11110 0.77798
H 5.73482 3.64674 -0.79304
H 2.78331 1.20681 -3.15185
H 2.75707 -1.14918 -3.87349
H 3.04573 -2.95565 -2.21780
H 3.31301 -2.39980 0.18183
H 3.39786 -0.04986 0.90022
H 1.34228 2.18189 1.66424
H -0.40304 3.68494 2.46764
H -0.93238 5.76155 1.23973
H 0.21705 6.25277 -0.89288
H 1.96591 4.73071 -1.73362
H 1.13013 -1.03948 5.38072
H 2.80535 -0.59302 7.13834
H 4.74028 0.82542 6.63060
H -0.54249 1.83438 3.96210
H -2.61309 1.96972 5.28016
H -3.92218 -0.07763 5.74594
H -3.14332 -2.25938 4.89153
H -1.07371 -2.40977 3.57647
H -0.52560 -1.94551 0.82352
H -0.14076 -4.19172 -0.06724
H 1.71385 -5.57856 0.81858
H 3.18742 -4.68272 2.58533
H 2.83759 -2.41119 3.46698
*
```

For the HOMO-LUMO gap, the calculation gives 8.20 eV. The highest occupied orbital energy comes out at -10.805 eV. The strongest force on any atom comes out at 0.5 eV/A.


The following is a quantum chemistry calculation of a 11-piece molecular cluster, C5H32N2O11 overall in a non-equilibrium geometry, from the OMol25 dataset.

```
! wB97M-V def2-TZVPD RIJCOSX def2/J DEFGRID3
* xyz -1 2
N 1.63100 -2.36540 1.04687
C 2.44579 -1.18481 0.95315
C 1.62583 -0.16372 0.14648
N 1.58864 -0.37076 -1.20876
C 0.44179 -0.92367 -3.28207
C 0.55630 0.17972 -2.13753
C -0.68504 0.20924 -1.37176
O 0.83295 0.62657 0.65227
H 1.68772 -2.97860 0.23267
H 0.64317 -2.44659 1.30098
H 2.81208 -0.68950 1.86922
H 3.43519 -1.41668 0.35542
H 2.11080 -1.15680 -1.56832
H 0.54946 -1.88317 -2.77455
H 1.34357 -0.82103 -3.89625
H -0.52479 -0.84777 -3.84332
H 0.88793 1.05714 -2.79650
H -1.41234 0.81381 -1.94049
H -1.21440 -0.83372 -1.31716
H -0.83547 0.76636 -0.47474
H -1.15765 -0.71508 0.45207
H -2.28839 0.11060 1.21294
O -1.90171 -0.73390 1.03713
H -2.80482 -0.88122 4.12540
H -4.01675 0.08308 3.68452
O -3.14907 -0.23853 3.52436
H 0.36894 3.25642 2.78540
H 1.52536 3.61818 1.97098
O 1.02726 3.99504 2.68840
H -0.29363 3.95266 -1.91911
H -0.41678 3.49281 -0.40559
O -0.69092 3.34707 -1.30622
H -1.91577 -3.18425 -0.51427
H -1.89425 -2.58904 -2.00570
O -1.84925 -3.33041 -1.44531
H -2.70858 2.61583 -1.58689
H -4.04879 2.25112 -1.36649
O -3.18643 1.95517 -1.12567
H 0.36843 0.48176 2.74187
H -0.92512 0.62602 3.51137
O -0.05085 1.03983 3.39493
H 4.99393 -1.36206 -1.89456
H 4.32179 -2.72123 -1.38209
O 4.17441 -1.84083 -1.82251
H 1.29963 3.24855 -1.35897
H 2.30335 3.15389 -0.35296
O 1.71526 3.85769 -0.75798
H -2.57182 -3.64295 3.07662
H -2.04542 -2.24527 2.70240
O -2.10253 -3.17159 2.39032
*
```

Its expectation value of S² is 0.75. For the HOMO-LUMO gap (spin up / spin down), the calculation gives 1.60 / 7.88 eV. The highest occupied orbital energy (spin up / spin down) comes out at 0.371 / -5.999 eV. The strongest force on any atom comes out at 4.9 eV/A. As for the energy above the lowest of the compared OMol25 structures with the same formula, charge and spin: 1.143 eV.


The following is a quantum chemistry calculation of a 3-piece molecular cluster, C14H32N2O7 overall in a non-equilibrium geometry, from the OMol25 dataset.

```
! wB97M-V def2-TZVPD RIJCOSX def2/J DEFGRID3
* xyz 0 1
C -4.33851 -3.69769 0.44301
O -3.43687 -3.25598 1.42984
C -2.82592 -2.03085 1.10586
C -1.29138 -2.01549 1.38289
C -0.64609 -1.98573 -0.00251
O -1.02103 -0.94082 2.29249
C -1.44850 -1.51818 3.48593
O -2.22468 -1.11243 4.18466
O -0.77035 -2.69256 3.56790
C -0.67607 -3.15416 2.21202
O -1.06668 -4.44289 1.94913
H -3.89815 -3.72559 -0.55496
H -4.66054 -4.70253 0.68767
H -5.22413 -3.05559 0.44581
H -2.97393 -1.76241 0.06417
H -3.32657 -1.24336 1.67244
H 0.38232 -2.33042 -0.01402
H -0.75941 -1.02384 -0.49661
H -1.19388 -2.70690 -0.59752
H 0.39641 -3.10080 1.98617
H -0.34267 -5.00146 2.25108
C -1.07422 0.76639 -3.84427
O -0.72989 0.97462 -2.48596
C -0.00712 2.16902 -2.23412
C -0.88329 3.41978 -2.06309
C -1.40951 3.98283 -3.37953
N -2.01671 3.17792 -1.16517
H -0.29789 1.13509 -4.52014
H -2.03065 1.23675 -4.08280
H -1.18636 -0.30763 -3.99676
H 0.51500 1.99521 -1.28873
H 0.76694 2.32146 -2.99766
H -0.25296 4.19025 -1.60932
H -2.21932 3.38107 -3.79207
H -1.80529 4.98709 -3.22641
H -0.61466 4.04765 -4.12595
H -1.66338 2.89263 -0.25507
H -2.50747 2.35495 -1.50664
C 3.61114 2.75129 0.65262
O 2.48180 1.89609 0.63039
C 2.74771 0.57374 0.18806
C 3.27713 -0.36213 1.28164
C 4.74949 -0.14490 1.61656
N 2.48367 -0.25452 2.50380
H 4.29897 2.53658 -0.17007
H 4.13730 2.68068 1.60695
H 3.25220 3.77540 0.54767
H 1.78373 0.18119 -0.15050
H 3.40744 0.58423 -0.68978
H 3.18008 -1.38588 0.90425
H 4.90982 0.75836 2.20467
H 5.12687 -0.98038 2.20671
H 5.35459 -0.07675 0.70962
H 1.51796 -0.48962 2.28428
H 2.44347 0.73126 2.75139
*
```

The SMILES is COC[C@@]1(C)OC(=O)O[C@H]1O.COC[C@@H](C)N.COC[C@@H](C)N. For the HOMO-LUMO gap, the calculation gives 9.80 eV. The highest occupied orbital energy comes out at -9.288 eV. The strongest force on any atom comes out at 6.7 eV/A. As for the energy above the lowest of the compared OMol25 structures with the same formula, charge and spin: 0.000 eV.


> The highest strongest force on any atom belongs to which entry?

C14H32N2O7